No. 1
C13H19ClMoSi as an isolated structure in a non-equilibrium geometry. Source: the OMol25 dataset; level of theory: wB97M-V/def2-TZVPD.

Calculated values
- <S²>: 2.15
- HOMO energy (alpha / beta): -0.196 / -0.187 Eh
- Spin multiplicity: 3
- LUMO level (alpha / beta): -2.6 / -2.2 eV
- Total charge: 0
- Gap between HOMO and LUMO (alpha / beta): 2.71 / 2.86 eV

Each line ends with the Löwdin charge.
Cartesian coordinates (Å):
C: 0.8708 -2.0078 0.8703  -0.173
C: 0.9412 -2.0443 -0.5411  -0.175
C: -0.3840 -2.0358 -1.0365  -0.182
H: 1.8411 -2.0792 -1.1322  0.123
C: -1.2646 -1.9566 0.0651  -0.210
C: -0.4839 -1.9501 1.2419  -0.194
H: -0.8572 -1.8475 2.2470  0.101
H: 1.7101 -1.9539 1.5426  0.120
H: -0.6692 -2.0197 -2.0738  0.120
H: -2.3391 -1.8975 0.0157  0.091
Mo: 0.0000 0.0000 0.0000  0.995
Cl: 0.7006 1.2287 1.7227  0.131
C: 0.1070 2.9122 -4.7279  -0.196
C: -1.1063 2.2807 -5.0663  -0.205
C: -0.7999 1.0628 -5.7057  -0.205
H: -2.1017 2.6646 -4.8695  0.060
C: 0.6029 0.9416 -5.7624  -0.201
C: 1.1634 2.0847 -5.1583  -0.206
H: 2.2224 2.2912 -5.0441  0.061
H: 0.2100 3.8674 -4.2239  0.061
H: -1.5181 0.3447 -6.0874  0.062
H: 1.1545 0.1139 -6.1955  0.064
C: -1.7594 0.6618 3.4626  -0.259
Si: -2.0469 0.7269 1.5920  0.388
C: -3.6604 -0.1989 1.3693  -0.236
C: -2.4326 2.5052 1.1644  -0.240
H: -1.5555 -0.3732 3.7978  0.025
H: -2.6784 1.0148 3.9733  0.045
H: -0.9298 1.3191 3.7893  0.003
H: -4.4376 0.2920 1.9897  0.049
H: -3.9748 -0.1678 0.3072  0.043
H: -3.5625 -1.2434 1.7237  0.033
H: -3.2777 2.8575 1.7909  0.048
H: -1.5446 3.1401 1.3620  0.022
H: -2.7089 2.5755 0.0937  0.037



No. 2
C13H19F3FeN2O4P2 as an isolated structure. Source: the OMol25 dataset; level of theory: wB97M-V/def2-TZVPD.

Calculated values
- <S²>: 0.79
- HOMO energy (alpha / beta): -0.493 / -0.491 Eh
- Spin multiplicity: 2
- LUMO level (alpha / beta): -4.7 / -3.8 eV
- Total charge: +1
- Relative energy (zero: lowest compared OMol25 entry of this formula, charge and spin): 0.000 eV
- Gap between HOMO and LUMO (alpha / beta): 8.72 / 9.52 eV

Each line ends with the Löwdin charge.
Cartesian coordinates (Å):
Fe: 0.6161 1.0609 -0.4750  0.378
C: 1.0747 1.1235 2.8588  -0.196
P: -0.0766 0.5008 1.6109  0.919
C: -1.7137 1.0822 2.1063  -0.197
C: -0.1100 -1.3019 1.7476  -0.339
C: -0.2084 -2.0043 2.9427  -0.051
C: -0.2514 -3.3896 2.9224  -0.037
C: -0.2011 -4.0783 1.7159  -0.039
C: -0.1035 -3.3857 0.5190  -0.054
C: -0.0554 -1.9958 0.5403  -0.341
P: 0.0522 -0.9966 -0.9556  0.922
C: -1.5602 -1.0333 -1.7707  -0.181
C: 1.2228 -1.8120 -2.0596  -0.183
H: 0.7800 0.8038 3.8583  0.058
H: 1.0809 2.2137 2.8305  0.064
H: 2.0746 0.7569 2.6298  0.058
H: -1.9325 0.7495 3.1215  0.063
H: -2.4637 0.6841 1.4236  0.058
H: -1.7557 2.1693 2.0591  0.060
H: -0.2442 -1.4792 3.8893  0.115
H: -0.3201 -3.9390 3.8514  0.120
H: -0.2322 -5.1592 1.7104  0.120
H: -0.0597 -3.9321 -0.4148  0.113
H: -1.8547 -2.0655 -1.9656  0.067
H: -1.5137 -0.4906 -2.7155  0.065
H: -2.3035 -0.5576 -1.1321  0.055
H: 0.8538 -2.8036 -2.3239  0.062
H: 2.1854 -1.9032 -1.5583  0.070
H: 1.3473 -1.2342 -2.9753  0.059
N: 1.5632 1.7246 -2.1265  0.012
N: 2.8768 1.2091 -2.0768  0.046
C: 3.2851 0.6591 -0.8582  -0.652
O: 4.4278 0.3881 -0.6329  0.130
O: 2.2628 0.3884 -0.0387  -0.182
H: 1.1249 1.4546 -3.0034  0.126
H: 1.5179 2.7464 -2.1084  0.123
H: 3.5827 1.7002 -2.6055  0.160
F: -3.4902 2.2593 -1.6396  0.151
C: -2.7271 3.3578 -1.4988  -0.560
F: -3.0056 3.9013 -0.3061  0.161
F: -3.0471 4.2202 -2.4454  0.191
C: -1.2312 2.9586 -1.5594  -0.480
O: -0.5117 3.3835 -2.4325  0.112
O: -0.9557 2.0662 -0.6589  -0.148



No. 3
C13H19FN2O8P2Rh as an isolated structure. Source: the OMol25 dataset; level of theory: wB97M-V/def2-TZVPD.

Calculated values
- HOMO energy: -0.433 Eh
- Spin multiplicity: 1
- LUMO level: -4.1 eV
- Total charge: +1
- Relative energy (zero: lowest compared OMol25 entry of this formula, charge and spin): 0.077 eV
- Gap between HOMO and LUMO: 7.65 eV

Each line ends with the Löwdin charge.
Cartesian coordinates (Å):
Rh: -0.8020 -0.6564 0.1327  1.109
C: -0.0437 -4.8122 0.7057  -0.042
C: -0.5581 -3.8431 1.7614  -0.591
O: -0.5138 -4.3652 3.0819  -0.034
P: -2.2155 -3.1991 1.3462  0.500
O: -3.0898 -4.4644 1.0449  -0.049
O: -2.8507 -2.5621 2.6282  -0.075
O: -2.1214 -2.2643 0.1679  -0.346
P: 0.4312 -2.2919 1.8394  0.365
O: 1.7745 -2.6762 2.5518  -0.055
O: -0.4331 -1.2264 2.4801  -0.337
O: 0.7571 -1.8744 0.3935  -0.336
H: -0.6354 -5.7291 0.7218  0.095
H: 0.9982 -5.0590 0.9096  0.100
H: -0.1085 -4.3751 -0.2897  0.094
H: -0.8410 -5.2735 3.0853  0.119
H: -4.0188 -4.3225 0.8176  0.121
H: -2.2584 -1.8719 2.9936  0.085
H: 1.6607 -3.2198 3.3464  0.109
N: 0.4137 0.8987 0.1577  0.111
C: 1.1561 1.7804 0.1738  -0.155
N: 1.9944 2.7697 0.1828  -0.066
C: 2.5442 3.3122 1.4387  -0.082
C: 2.1630 4.7793 1.5391  -0.179
O: 2.5720 5.4778 0.3800  -0.112
C: 1.9126 5.0018 -0.7758  -0.179
C: 2.2764 3.5498 -1.0363  -0.082
H: 3.6296 3.2042 1.4056  0.138
H: 2.1540 2.7370 2.2763  0.138
H: 2.6673 5.2413 2.3856  0.136
H: 1.0783 4.8771 1.6765  0.133
H: 2.2353 5.6247 -1.6079  0.137
H: 0.8256 5.1012 -0.6596  0.134
H: 3.3414 3.4591 -1.2565  0.138
H: 1.7031 3.1354 -1.8640  0.134
F: -2.4263 1.3808 -5.1367  0.080
C: -1.9893 0.7871 -4.0173  -0.276
C: -0.6654 0.3749 -3.9628  0.007
C: -0.1888 -0.2120 -2.8024  -0.072
C: -1.0704 -0.3983 -1.7494  -0.286
C: -2.4036 -0.0504 -1.8359  -0.109
C: -2.8724 0.6026 -2.9762  0.012
H: -0.0263 0.5338 -4.8210  0.127
H: 0.8486 -0.5083 -2.7182  0.114
H: -3.1024 -0.2884 -1.0359  0.101
H: -3.9023 0.9149 -3.0785  0.128



no.,electronic energy (a.u.)
1,-1324.44579
2,-3163.13531
3,-2111.27943